Record 1
The following is a DFT calculation (ωB97M-V/def2-TZVPD) of a 7-piece molecular cluster, C14H42O14 overall.

Geometry (Å):
C: -6.217302 0.409861 0.545362
C: -4.921708 0.247290 -0.044384
O: -3.964673 0.765430 0.886645
O: -6.545062 1.775534 0.684111
H: -6.280669 -0.197364 1.448335
H: -6.938000 0.026255 -0.176803
H: -4.745865 0.837181 -0.943947
H: -4.633870 -0.771615 -0.303361
H: -3.125481 0.354042 0.667292
H: -5.843569 2.253649 1.132334
C: 1.122420 5.392739 1.298233
C: 1.882340 4.737658 2.424040
O: 1.743440 5.404134 3.700026
O: -0.259101 5.051598 1.453660
H: 1.367752 5.002056 0.310668
H: 1.328200 6.452795 1.149795
H: 2.904034 4.486530 2.139110
H: 1.505737 3.715650 2.382059
H: 0.831568 5.605208 3.922876
H: -0.854500 5.560799 0.898842
C: -2.076041 -2.335334 -2.719400
C: -0.543283 -2.121455 -2.854777
O: -0.105073 -0.950291 -2.270273
O: -2.443777 -3.497706 -3.468543
H: -2.650822 -1.439587 -2.954690
H: -2.169896 -2.483989 -1.643667
H: -0.280004 -2.044382 -3.909684
H: 0.036696 -2.923898 -2.398908
H: 0.848157 -0.965106 -2.383151
H: -3.358974 -3.700783 -3.261712
C: -0.681252 -0.146314 1.108553
C: 0.265366 1.016966 0.952748
O: 1.299531 0.709992 0.021052
O: -1.556596 -0.331090 -0.001294
H: -1.247116 -0.205819 2.038259
H: -0.177623 -1.111482 1.162527
H: 0.717219 1.230683 1.921380
H: -0.251521 1.927219 0.648827
H: 1.260324 -0.237140 -0.130638
H: -0.990210 -0.507373 -0.756095
C: -1.713327 -4.095634 1.523284
C: -2.012487 -5.039592 0.322147
O: -1.328817 -6.230079 0.436626
O: -2.185534 -4.652938 2.731407
H: -2.252196 -3.152355 1.434196
H: -0.658789 -3.825408 1.578271
H: -1.564431 -4.638610 -0.587000
H: -3.085994 -5.219858 0.265637
H: -1.144020 -6.634560 -0.414156
H: -1.524710 -5.323118 2.920560
C: 4.582209 3.696601 -0.323214
C: 4.812688 2.183884 0.028152
O: 3.705797 1.850823 0.898864
O: 3.373008 3.871337 -1.084923
H: 5.448106 3.991244 -0.916093
H: 4.451885 4.293736 0.579310
H: 5.726513 1.918157 0.559574
H: 4.676121 1.536497 -0.838072
H: 2.916674 1.821582 0.352940
H: 3.285517 4.813361 -1.247780
C: 2.904587 -2.564552 -0.720646
C: 3.510420 -1.374721 -1.549084
O: 2.663516 -0.777156 -2.502847
O: 1.910472 -2.143478 0.180807
H: 3.708918 -2.957464 -0.098751
H: 2.476060 -3.368295 -1.319363
H: 4.331386 -1.747878 -2.161355
H: 3.883472 -0.579945 -0.903126
H: 3.006687 0.080963 -2.762577
H: 1.845472 -2.725085 0.941801

Cartesian forces (eV/Å) of the 6 atoms listed first:
C -1.9 0.0 -0.5
C 3.5 0.3 -0.6
O -0.3 -0.1 0.6
O -0.5 0.2 0.3
H -0.1 0.3 0.4
H -0.3 -0.1 0.1

The SMILES is OCCO.OCCO.OCCO.OCCO.OCCO.OCCO.OCCO. The highest occupied orbital energy is -9.632 eV. Its energy above the lowest of the compared OMol25 structures with the same formula, charge and spin is 1.838 eV. For the orbital gap, the calculation gives 0.3611 Ha. The LUMO energy is 0.2 eV.

=====

Record 2
The following is a DFT calculation (ωB97M-V/def2-TZVPD) of C8H13N4 as an isolated structure.

Geometry (Å):
C: 0.351713 -1.058779 -0.326566
C: 1.902889 -0.201014 0.488176
C: 0.258480 0.851842 -0.726208
C: -1.884682 0.227223 0.261360
C: 0.139567 -2.374200 -1.001319
C: 3.002815 0.576342 0.877230
C: 0.159788 2.247661 -0.706467
C: -2.727815 -0.989704 0.488920
N: 1.258959 -0.003909 -0.867104
N: 1.121383 -1.056080 0.875970
N: -0.662360 -0.047860 -0.435660
N: -2.144799 1.460482 0.460018
H: -0.329208 -2.031119 -1.990117
H: -0.436559 -2.932715 -0.332926
H: 1.124563 -2.663543 -1.195974
H: 3.184694 0.558334 1.947146
H: 2.812746 1.543787 0.616927
H: 3.894396 0.080571 0.570791
H: -0.801546 2.649732 -0.936357
H: 0.984254 2.667173 -1.307948
H: 0.181103 2.527192 0.305574
H: -2.157150 -1.373430 1.380226
H: -2.628909 -1.693596 -0.262768
H: -3.686022 -0.659750 0.840231
H: -2.918301 1.695359 0.976854

Cartesian forces (eV/Å) of the 6 atoms listed first:
C -0.1 -1.0 -1.0
C -0.1 1.0 -2.1
C -2.2 -0.3 -0.5
C -1.7 1.2 -1.2
C -0.6 3.7 -2.1
C 1.6 -1.7 2.8

The highest occupied orbital energy is -14.350 eV. The total charge is +1. Its energy above the lowest of the compared OMol25 structures with the same formula, charge and spin is 4.229 eV. For the orbital gap, the calculation gives 0.3745 Ha. The LUMO energy is -4.2 eV.

=====

Record 3
The following is a DFT calculation (ωB97M-V/def2-TZVPD) of C27H58O3P2PtSSi as an isolated structure.

Geometry (Å):
P: -3.254773 2.475024 2.633139
P: 0.012011 -2.625351 -2.078488
C: -2.154720 -1.595878 -0.867459
C: -1.610348 -2.926681 -1.169311
H: -2.454821 -0.968508 -1.720940
H: -2.397841 -1.285627 0.139149
H: -1.352805 -3.481135 -0.247387
H: -2.284767 -3.516896 -1.807962
C: -0.469394 -1.504464 -3.429211
H: 0.442626 -1.269366 -3.992235
H: -0.912328 -0.574283 -3.060915
H: -1.173638 -2.042699 -4.075357
C: 0.127980 -4.198469 -3.038345
H: -0.516531 -4.108840 -3.930252
H: -0.196043 -5.060823 -2.430171
H: 1.168453 -4.351455 -3.362183
C: -2.855313 4.179847 3.003784
H: -2.057862 4.193203 3.758115
H: -3.749935 4.679884 3.401803
H: -2.504239 4.709119 2.105156
C: -3.603777 1.536929 4.109719
H: -3.813506 0.490133 3.852413
H: -4.451103 1.978830 4.648463
H: -2.708491 1.547688 4.750060
Pt: -3.134382 1.124589 -0.885420
C: -4.903387 0.169859 -1.074319
C: -4.597839 0.958672 -2.279003
C: -5.196124 2.330767 -2.478576
C: -5.144987 3.160569 -1.179146
C: -4.004241 2.783301 -0.194982
C: -4.516583 2.393292 1.202398
C: -5.333876 1.087136 1.285849
C: -5.944957 0.568737 -0.042093
C: -1.786151 1.660475 1.968890
H: -4.781490 -0.913174 -1.203985
H: -4.373381 0.383749 -3.182723
H: -6.223874 2.261129 -2.867199
H: -4.609257 2.842243 -3.257208
H: -5.031139 4.217159 -1.450449
H: -6.102618 3.117995 -0.657764
H: -3.273757 3.615283 -0.142722
H: -5.165679 3.216204 1.559589
H: -6.167609 1.242290 1.990412
H: -4.739904 0.286005 1.755125
H: -6.501530 -0.349097 0.201086
H: -6.684334 1.257936 -0.461897
H: -1.776821 0.587830 2.236521
H: -0.941952 2.165799 2.458438
H: -1.700817 1.754904 0.867935
C: 2.968207 -3.922402 -1.221587
C: 3.311597 -3.301796 0.121827
C: 2.195724 -3.494953 1.145447
C: 4.583104 -3.953123 0.648239
O: 3.580889 -1.881786 -0.118215
Si: 2.514296 -0.629346 0.076505
S: 0.561433 -0.968507 -0.548836
O: 2.576295 -0.257578 1.696006
C: 3.767206 0.109524 2.459342
C: 3.254722 0.759157 3.739236
C: 4.593374 -1.125953 2.784871
C: 4.662316 1.093914 1.713880
O: 3.097659 0.717049 -0.645311
C: 3.419549 1.373066 -1.892930
C: 2.216629 1.337838 -2.827804
C: 3.756245 2.823343 -1.559439
C: 4.627755 0.694228 -2.522840
H: 2.585496 -4.945719 -1.095297
H: 3.862086 -3.951020 -1.858915
H: 2.202412 -3.318336 -1.738734
H: 2.066259 -4.571359 1.328810
H: 2.453874 -3.010790 2.096343
H: 1.235478 -3.094720 0.792439
H: 5.437100 -3.738247 -0.008130
H: 4.815300 -3.618690 1.665771
H: 4.436797 -5.042999 0.678803
H: 2.590365 0.078344 4.281113
H: 4.093470 1.020119 4.396886
H: 2.707281 1.678499 3.504628
H: 5.022955 -1.551696 1.868921
H: 5.427505 -0.849642 3.448337
H: 3.986861 -1.882194 3.300843
H: 5.100520 0.647145 0.809909
H: 4.117650 2.010166 1.455622
H: 5.499127 1.378606 2.372620
H: 1.346153 1.809355 -2.355282
H: 2.458527 1.897027 -3.744579
H: 1.953278 0.310742 -3.110390
H: 4.601449 2.882452 -0.863088
H: 4.028990 3.361759 -2.476378
H: 2.894158 3.331029 -1.109137
H: 5.494822 0.768590 -1.855742
H: 4.424271 -0.363663 -2.723719
H: 4.878670 1.188733 -3.470386

Cartesian forces (eV/Å) of the 6 atoms listed first:
P 0.3 -0.8 -2.6
P -1.6 -2.2 -1.9
C -0.9 0.2 0.0
C 0.9 0.4 0.4
H 0.0 -0.2 0.4
H 0.0 0.0 -0.1

The highest occupied orbital energy (spin up / spin down) is -11.273 / -14.385 eV. The total charge is +2. The expectation value of S² is 6.014. Its energy above the lowest of the compared OMol25 structures with the same formula, charge and spin is 0.000 eV. For the orbital gap (spin up / spin down), the calculation gives 0.2422 / 0.1881 Ha. The LUMO energy (spin up / spin down) is -4.7 / -9.3 eV. The multiplicity is 5.

=====

Record 4
The following is a DFT calculation (ωB97M-V/def2-TZVPD) of one molecule with the formula C16H20N2O5S.

Geometry (Å):
C: 0.603109 -3.398832 2.827883
C: 1.909124 -2.659801 3.099704
H: 1.782412 -1.909171 3.888684
H: 2.679971 -3.366130 3.419830
O: 2.445597 -2.069302 1.928421
C: 1.898664 -0.943802 1.421190
C: 0.916146 -0.168349 2.037794
C: 0.447565 0.973128 1.411614
C: 0.950738 1.347276 0.182356
C: 1.938864 0.601479 -0.434379
C: 2.406656 -0.539833 0.179611
H: 3.165279 -1.149253 -0.284011
H: 2.322546 0.908179 -1.393175
S: 0.286201 2.820147 -0.565754
O: 0.806014 3.967416 0.119174
O: -1.147482 2.679217 -0.661195
N: 0.915738 2.813483 -2.113036
H: 1.598334 3.542723 -2.225002
C: 0.027766 2.593698 -3.239014
H: -1.001408 2.721624 -2.891467
H: 0.216127 3.346380 -4.008748
C: 0.222897 1.206513 -3.851528
C: 0.003519 -0.001488 -2.946191
O: 0.598356 -1.042481 -3.147133
N: -0.936111 0.115435 -1.986312
H: -1.267783 1.016575 -1.667743
C: -1.204342 -1.023055 -1.127679
C: -1.978239 -0.635570 0.083568
C: -2.914817 0.329348 0.305956
C: -3.298359 0.203863 1.665007
C: -2.575346 -0.830856 2.164096
O: -1.770745 -1.347777 1.214117
H: -2.545892 -1.288169 3.133252
H: -4.014899 0.803320 2.187371
H: -3.278848 1.052833 -0.392403
H: -1.758193 -1.773640 -1.710740
H: -0.257830 -1.489264 -0.825679
H: 1.235186 1.114596 -4.249656
H: -0.469618 1.097251 -4.690377
H: -0.319912 1.578144 1.868385
H: 0.506080 -0.441342 2.996255
H: 0.233500 -3.841015 3.748990
H: -0.149071 -2.724467 2.426910
H: 0.772506 -4.189031 2.101056

Cartesian forces (eV/Å) of the 6 atoms listed first:
C 0.3 0.2 -0.1
C -0.3 -0.3 0.3
H 0.1 0.0 -0.1
H -0.1 0.2 0.0
O 0.1 0.0 -0.2
C 0.0 0.3 -0.3

The SMILES is CCOc1ccc(S(=O)(=O)NCCC(=O)NCc2ccco2)cc1. The highest occupied orbital energy is -8.574 eV. Its energy above the lowest of the compared OMol25 structures with the same formula, charge and spin is 2.287 eV. For the orbital gap, the calculation gives 0.3368 Ha. The LUMO energy is 0.6 eV.